No. 1
Entry from the OMol25 dataset: C32H29BrF48GaO7 as an isolated structure (ωB97M-V with the def2-TZVPD basis set).

Last column: Löwdin charge in e.
Element x y z (Å)
O1 1.59 2.88 6.06  -0.06
C1 0.98 1.90 6.38  -0.94
Br1 -0.94 2.14 6.89  0.56
C2 1.42 0.56 6.41  -0.35
Ga1 1.62 0.03 4.38  0.29
H1 2.35 0.46 6.95  0.06
H2 0.66 -0.09 6.79  0.02
H3 1.33 -1.54 4.28  -0.14
H4 0.47 0.88 3.67  -0.10
H5 3.03 0.51 3.80  -0.13
C3 0.48 3.93 0.70  -0.04
C4 0.68 4.72 -0.61  -0.44
C5 -0.54 4.88 -1.52  -0.30
F1 -0.99 3.69 -1.97  0.09
F2 -0.18 5.62 -2.61  0.08
F3 1.71 4.21 -1.31  0.13
F4 1.02 5.98 -0.25  0.10
O2 0.89 2.58 0.72  0.05
C6 0.08 1.56 0.31  -0.52
C7 0.68 0.84 -0.91  -0.25
F5 0.86 1.70 -1.94  0.08
F6 -0.15 -0.14 -1.36  0.08
F7 -1.19 1.98 0.08  0.13
F8 0.00 0.68 1.33  0.11
H6 1.15 4.41 1.41  0.14
H7 -0.52 4.05 1.10  0.15
H8 -1.34 5.40 -1.00  0.17
H9 1.64 0.40 -0.65  0.15
C8 1.73 8.13 5.78  -0.06
C9 2.40 8.52 4.45  -0.44
C10 1.54 9.20 3.39  -0.31
F9 0.53 8.40 2.97  0.10
F10 2.31 9.48 2.31  0.09
F11 3.03 7.45 3.92  0.14
F12 3.37 9.44 4.76  0.09
O3 1.33 6.80 5.96  0.06
C11 0.10 6.35 5.54  -0.53
C12 0.23 5.27 4.46  -0.26
F13 0.91 5.77 3.39  0.08
F14 -1.00 4.92 4.03  0.09
F15 -0.69 7.38 5.14  0.13
F16 -0.50 5.80 6.61  0.14
H10 2.51 8.27 6.52  0.15
H11 0.94 8.83 6.04  0.14
H12 1.12 10.14 3.77  0.17
H13 0.75 4.39 4.85  0.14
C13 -0.70 -0.90 -4.64  -0.03
C14 -0.53 -0.17 -5.98  -0.44
C15 -1.70 -0.22 -6.96  -0.30
F17 -1.98 -1.48 -7.35  0.09
F18 -1.38 0.49 -8.07  0.09
F19 0.60 -0.58 -6.59  0.13
F20 -0.36 1.15 -5.68  0.11
O4 -0.11 -2.19 -4.53  0.06
C16 -0.75 -3.33 -4.92  -0.57
C17 0.01 -4.02 -6.04  -0.29
F21 0.13 -3.22 -7.12  0.10
F22 -0.68 -5.12 -6.41  0.10
F23 -2.04 -3.12 -5.24  0.14
F24 -0.74 -4.18 -3.89  0.15
H14 -0.14 -0.30 -3.92  0.13
H15 -1.73 -0.89 -4.29  0.15
H16 -2.60 0.23 -6.52  0.17
H17 1.00 -4.32 -5.70  0.18
C18 -2.87 -2.85 -0.37  -0.05
C19 -1.75 -3.51 0.46  -0.46
C20 -2.19 -4.38 1.64  -0.30
F25 -2.88 -3.67 2.55  0.10
F26 -1.11 -4.90 2.26  0.10
F27 -0.87 -2.57 0.87  0.15
F28 -1.08 -4.33 -0.38  0.11
O5 -3.18 -1.50 -0.08  0.06
C21 -4.05 -1.20 0.90  -0.55
C22 -3.39 -0.41 2.02  -0.29
F29 -2.38 -1.11 2.55  0.11
F30 -4.31 -0.17 2.99  0.10
F31 -4.69 -2.30 1.35  0.14
F32 -5.00 -0.40 0.35  0.14
H18 -2.49 -2.81 -1.39  0.14
H19 -3.76 -3.47 -0.40  0.13
H20 -2.81 -5.21 1.28  0.16
H21 -3.01 0.54 1.64  0.17
C23 -3.94 -7.17 -4.14  -0.03
C24 -5.12 -7.74 -4.94  -0.44
C25 -6.20 -6.76 -5.40  -0.30
F33 -6.82 -6.19 -4.34  0.10
F34 -7.13 -7.44 -6.11  0.09
F35 -5.67 -8.78 -4.28  0.13
F36 -4.58 -8.25 -6.09  0.10
O6 -3.97 -7.32 -2.72  0.05
C26 -4.60 -6.41 -1.92  -0.52
C27 -5.76 -7.04 -1.14  -0.28
F37 -6.67 -7.56 -1.99  0.10
F38 -6.37 -6.08 -0.41  0.10
F39 -4.98 -5.32 -2.61  0.15
F40 -3.70 -5.99 -0.98  0.12
H22 -3.08 -7.77 -4.44  0.15
H23 -3.70 -6.15 -4.43  0.14
H24 -5.78 -5.99 -6.04  0.17
H25 -5.40 -7.83 -0.49  0.18
C28 7.23 -0.19 -0.34  -0.05
C29 5.74 -0.51 -0.16  -0.44
C30 4.80 0.67 0.11  -0.30
F41 5.11 1.30 1.25  0.10
F42 3.53 0.19 0.22  0.08
F43 5.59 -1.45 0.79  0.14
F44 5.32 -1.06 -1.34  0.09
O7 8.09 -0.39 0.76  0.05
C31 8.30 0.59 1.70  -0.54
C32 7.81 0.17 3.09  -0.29
F45 6.50 -0.12 3.06  0.11
F46 8.01 1.19 3.95  0.10
F47 7.77 1.77 1.32  0.15
F48 9.64 0.78 1.79  0.13
H26 7.58 -0.93 -1.07  0.15
H27 7.39 0.78 -0.81  0.15
H28 4.83 1.38 -0.72  0.18
H29 8.36 -0.71 3.43  0.17

Output
Multiplicity: 1
LUMO level, Ha: 0.058
Strongest force on any atom, eV/Å: 1.582
M, g mol⁻¹: 1587.11
E, eV: -300845.898
Energy above the lowest of the compared OMol25 structures with the same formula, charge and spin, kJ/mol: 0.00
Charge: -1



No. 2
Entry from the OMol25 dataset: C15H21Cl3CoF4N6Si as an isolated structure (ωB97M-V with the def2-TZVPD basis set).

Last column: Löwdin charge in e.
Element x y z (Å)
Co1 0.60 1.57 0.09  0.51
C1 2.60 3.23 1.69  -0.09
N1 2.54 2.15 0.70  -0.35
C2 3.31 0.99 1.17  -0.08
C3 3.04 2.63 -0.61  -0.19
C4 2.81 1.60 -1.71  -0.23
N2 1.44 1.10 -1.59  -0.08
C5 0.92 0.29 -2.55  -0.17
C6 -0.43 -0.10 -2.43  -0.14
F1 -1.14 0.40 -1.38  0.02
C7 -1.06 -0.94 -3.31  -0.23
F2 -2.35 -1.25 -3.09  0.08
C8 -0.40 -1.46 -4.40  0.05
C9 0.92 -1.10 -4.55  -0.22
F3 1.62 -1.58 -5.59  0.09
C10 1.57 -0.26 -3.67  -0.14
F4 2.87 0.00 -3.91  0.07
H1 3.63 3.54 1.87  0.10
H2 2.16 2.89 2.63  0.08
H3 2.03 4.09 1.33  0.07
H4 4.37 1.25 1.27  0.10
H5 3.20 0.16 0.48  0.08
H6 2.93 0.68 2.14  0.08
H7 4.10 2.89 -0.54  0.13
H8 2.48 3.54 -0.84  0.12
H9 3.55 0.80 -1.63  0.11
H10 2.99 2.10 -2.67  0.12
H11 -0.89 -2.12 -5.10  0.13
C11 -2.23 -4.10 1.60  -0.07
C12 -3.21 -2.96 1.84  -0.41
C13 -3.65 -2.32 0.53  -0.07
C14 -2.65 -1.92 2.82  -0.10
N3 -1.46 -1.25 2.32  -0.08
C15 -1.36 -0.21 1.50  -0.15
N4 -0.08 -0.02 1.25  -0.04
N5 0.60 -0.96 1.95  0.02
N6 -0.22 -1.70 2.59  0.08
H12 -2.68 -4.86 0.97  0.08
H13 -1.92 -4.57 2.54  0.08
H14 -1.32 -3.74 1.10  0.07
H15 -4.10 -3.36 2.34  0.14
H16 -2.80 -1.93 -0.04  0.07
H17 -4.35 -1.49 0.69  0.09
H18 -4.14 -3.05 -0.11  0.09
H19 -2.37 -2.38 3.77  0.13
H20 -3.39 -1.14 3.02  0.13
H21 -2.18 0.37 1.12  0.09
Cl1 -1.05 3.15 2.91  0.12
Si1 -1.01 3.22 0.79  -0.63
Cl2 -3.03 2.85 0.33  0.15
Cl3 -0.79 5.25 0.38  0.15

Output
Multiplicity: 4
LUMO level (spin up / spin down), Ha: 0.016 / 0.008
Strongest force on any atom, eV/Å: 0.158
M, g mol⁻¹: 554.75
⟨S²⟩: 3.76
E, eV: -118781.932
Energy above the lowest of the compared OMol25 structures with the same formula, charge and spin, kJ/mol: 0.05
Charge: 0



No. 3
Entry from the OMol25 dataset: a 2-piece molecular cluster, C12H16N2O overall (ωB97M-V with the def2-TZVPD basis set).

Last column: Löwdin charge in e.
Element x y z (Å)
C1 2.42 -0.45 0.71  -0.17
C2 2.29 -1.96 1.07  -0.10
C3 1.68 0.40 1.71  -0.32
C4 0.73 0.04 2.63  -0.07
C5 1.39 2.13 2.95  -0.21
N1 2.03 1.72 1.89  0.09
N2 0.71 1.09 3.52  0.03
H1 3.47 -0.16 0.68  0.11
H2 1.97 -0.31 -0.27  0.09
H3 3.31 -2.34 1.17  0.07
H4 0.26 -0.91 2.80  0.10
H5 1.25 3.09 3.40  0.12
H6 -0.01 1.31 4.18  0.14
H7 1.96 -2.47 0.15  0.07
H8 1.61 -2.29 1.84  0.05
C6 0.17 1.77 -2.24  -0.04
C7 -2.96 0.12 -1.03  -0.03
C8 -2.77 -1.22 -1.39  -0.34
C9 -2.13 1.13 -1.47  -0.04
C10 -0.96 0.75 -2.11  -0.29
C11 -1.75 -1.51 -2.28  -0.02
C12 -0.83 -0.53 -2.63  -0.04
O1 -3.66 -2.22 -1.12  0.03
H9 -3.73 0.26 -0.27  0.11
H10 -2.38 2.15 -1.21  0.11
H11 -1.62 -2.53 -2.62  0.12
H12 -3.84 -2.35 -0.18  0.11
H13 -0.12 2.61 -2.86  0.08
H14 1.10 1.35 -2.60  0.07
H15 0.07 -0.72 -3.20  0.11
H16 0.33 2.03 -1.22  0.06

Output
Multiplicity: 1
LUMO level, Ha: 0.022
Strongest force on any atom, eV/Å: 2.117
M, g mol⁻¹: 204.27
E, eV: -17730.336
Energy above the lowest of the compared OMol25 structures with the same formula, charge and spin, kJ/mol: 172.58
Charge: 0
SMILES string: CCc1c[nH]cn1.Cc1ccc(O)cc1



No. 4
Entry from the OMol25 dataset: one molecule with the formula C23H30N4O4 (ωB97M-V with the def2-TZVPD basis set).

Last column: Löwdin charge in e.
Element x y z (Å)
C1 6.41 -0.14 -1.58  0.07
C2 6.29 -1.38 -2.02  -0.29
C3 7.04 -2.55 -1.47  -0.03
H1 7.68 -2.25 -0.65  0.08
H2 7.65 -3.00 -2.26  0.09
H3 6.34 -3.32 -1.12  0.08
C4 5.46 -1.70 -3.23  -0.42
O1 5.96 -1.89 -4.33  0.05
N1 4.13 -1.76 -3.03  0.03
C5 3.47 -1.60 -1.75  -0.04
H4 3.69 -0.63 -1.30  0.13
C6 1.97 -1.77 -2.05  -0.38
C7 1.97 -2.65 -3.31  -0.02
C8 3.21 -2.20 -4.07  -0.15
H5 3.68 -3.01 -4.64  0.16
C9 2.90 -1.06 -5.07  -0.48
O2 1.80 -0.57 -5.18  0.05
N2 3.96 -0.71 -5.80  0.19
H6 3.88 0.04 -6.47  0.12
H7 4.87 -1.13 -5.61  0.07
H8 1.07 -2.50 -3.90  0.13
H9 2.04 -3.69 -3.01  0.13
C10 1.18 -0.46 -2.18  -0.02
C11 0.14 -0.66 -1.11  -0.22
N3 0.28 -1.76 -0.48  0.13
O3 1.34 -2.47 -0.96  -0.06
C12 -0.91 0.29 -0.79  -0.17
C13 -1.77 0.03 0.27  0.04
C14 -2.78 0.93 0.60  -0.20
C15 -2.93 2.10 -0.14  0.00
C16 -2.07 2.35 -1.19  -0.06
C17 -1.07 1.47 -1.53  -0.03
H10 -0.41 1.68 -2.36  0.11
H11 -2.20 3.26 -1.77  0.11
H12 -3.71 2.80 0.11  0.10
N4 -3.61 0.60 1.68  0.13
C18 -4.62 1.32 2.24  -0.47
O4 -5.00 2.40 1.85  0.07
C19 -5.23 0.63 3.45  -0.11
C20 -4.30 0.72 4.66  -0.19
C21 -4.06 2.16 5.13  -0.21
C22 -4.92 2.58 6.32  -0.27
C23 -6.41 2.62 6.01  -0.11
H13 -6.96 3.04 6.85  0.07
H14 -6.60 3.23 5.13  0.08
H15 -6.80 1.62 5.83  0.06
H16 -4.60 3.58 6.63  0.10
H17 -4.74 1.90 7.15  0.10
H18 -3.01 2.27 5.42  0.11
H19 -4.24 2.85 4.30  0.11
H20 -3.34 0.26 4.40  0.10
H21 -4.72 0.13 5.48  0.11
H22 -6.18 1.12 3.67  0.11
H23 -5.43 -0.42 3.21  0.12
H24 -3.39 -0.29 2.11  0.14
H25 -1.64 -0.88 0.83  0.11
H26 0.75 -0.35 -3.17  0.11
H27 1.80 0.42 -1.97  0.13
H28 3.78 -2.38 -1.05  0.14
H29 7.05 0.10 -0.75  0.07
H30 5.88 0.68 -2.02  0.08

Output
Multiplicity: 1
LUMO level, Ha: 0.021
Strongest force on any atom, eV/Å: 1.081
M, g mol⁻¹: 426.52
E, eV: -38488.700
Energy above the lowest of the compared OMol25 structures with the same formula, charge and spin, kJ/mol: 122.55
Charge: 0
SMILES string: C=C(C)C(=O)N1C[C@@]2(CC(c3cccc(NC(=O)CCCCC)c3)=NO2)C[C@H]1C(N)=O



No. 5
Entry from the OMol25 dataset: C23H49AlN6SSi4 as an isolated structure (ωB97M-V with the def2-TZVPD basis set).

Last column: Löwdin charge in e.
Element x y z (Å)
Al1 -0.17 -0.35 0.81  0.15
C1 1.92 1.48 4.20  0.03
C2 1.51 0.72 2.98  -0.21
N1 0.28 0.55 2.64  0.04
N2 -0.69 1.09 3.43  0.05
C3 -2.00 0.94 3.11  -0.75
N3 -2.88 1.56 3.89  0.16
S1 -2.46 0.01 1.80  0.87
C4 2.48 0.16 2.03  -0.19
C5 3.84 0.17 2.22  0.04
C6 4.67 -0.35 1.22  0.01
C7 4.09 -0.79 0.05  0.01
C8 2.71 -0.75 -0.08  -0.11
N4 1.92 -0.34 0.91  0.06
H1 1.44 2.46 4.23  0.11
H2 2.99 1.65 4.23  0.09
H3 1.65 0.92 5.10  0.12
H4 -0.41 1.65 4.23  0.15
H5 -2.61 2.16 4.65  0.14
H6 -3.86 1.46 3.69  0.13
H7 4.28 0.57 3.13  0.12
H8 5.74 -0.37 1.36  0.14
H9 4.69 -1.15 -0.78  0.14
H10 2.23 -1.02 -1.01  0.07
C9 0.50 -3.10 0.01  -0.12
C10 0.50 -4.64 0.24  -0.12
N5 -0.33 -4.98 1.38  -0.15
C11 -1.68 -4.48 1.12  -0.12
C12 -1.68 -2.94 1.04  -0.15
N6 -0.27 -2.40 1.10  -0.19
C13 0.30 -2.82 2.42  -0.11
C14 0.19 -4.36 2.58  -0.12
H11 0.05 -2.82 -0.94  0.10
H12 1.52 -2.73 0.04  0.09
H13 1.51 -4.99 0.42  0.13
H14 0.13 -5.15 -0.64  0.13
H15 -2.34 -4.81 1.92  0.13
H16 -2.04 -4.93 0.19  0.13
H17 -2.22 -2.51 1.87  0.06
H18 -2.13 -2.57 0.11  0.11
H19 -0.26 -2.29 3.19  0.12
H20 1.34 -2.49 2.45  0.12
H21 -0.46 -4.61 3.42  0.13
H22 1.18 -4.78 2.79  0.13
C15 -2.89 3.08 0.07  -0.22
Si1 -2.64 1.88 -1.36  0.34
C16 -2.92 2.85 -2.93  -0.19
C17 -3.96 0.54 -1.36  -0.21
Si2 -0.46 0.94 -1.25  0.41
Si3 1.07 2.75 -1.13  0.36
C18 0.86 3.55 0.56  -0.20
C19 2.89 2.30 -1.27  -0.20
C20 0.72 3.99 -2.48  -0.20
Si4 -0.17 -0.42 -3.18  0.36
C21 -1.52 -1.73 -3.23  -0.20
C22 1.51 -1.28 -3.28  -0.21
C23 -0.31 0.63 -4.72  -0.20
H23 -3.96 3.28 0.20  0.04
H24 -2.41 4.04 -0.16  0.03
H25 -2.49 2.73 1.01  -0.02
H26 -3.94 3.26 -2.88  0.05
H27 -2.86 2.25 -3.84  0.02
H28 -2.24 3.70 -3.05  0.02
H29 -4.94 1.03 -1.30  0.05
H30 -3.90 -0.18 -0.54  -0.02
H31 -3.94 -0.02 -2.30  0.02
H32 0.98 2.81 1.37  -0.01
H33 -0.13 4.00 0.68  0.02
H34 1.60 4.33 0.72  0.05
H35 3.29 1.89 -0.34  0.01
H36 3.44 3.22 -1.48  0.05
H37 3.11 1.61 -2.09  0.03
H38 -0.29 4.42 -2.42  0.02
H39 0.84 3.56 -3.47  0.03
H40 1.43 4.82 -2.39  0.05
H41 -1.69 -2.22 -2.27  0.00
H42 -1.30 -2.50 -3.97  0.05
H43 -2.47 -1.27 -3.52  0.03
H44 1.64 -2.10 -2.57  0.01
H45 2.33 -0.57 -3.16  0.02
H46 1.61 -1.72 -4.27  0.05
H47 -1.30 1.10 -4.79  0.02
H48 -0.17 0.03 -5.62  0.05
H49 0.43 1.43 -4.74  0.03

Output
Multiplicity: 1
LUMO level, Ha: -0.260
Strongest force on any atom, eV/Å: 0.235
M, g mol⁻¹: 581.08
E, eV: -82521.757
Energy above the lowest of the compared OMol25 structures with the same formula, charge and spin, kJ/mol: 18.40
Charge: +2



No. 6
Entry from the OMol25 dataset: C29H41CeF5INO3S3 as an isolated structure (ωB97M-V with the def2-TZVPD basis set).

Last column: Löwdin charge in e.
Element x y z (Å)
C1 0.47 -5.76 3.03  -0.15
C2 -0.24 -4.41 2.64  -0.48
S1 0.96 -3.36 1.68  0.87
C3 0.16 -1.68 1.46  -0.38
C4 1.08 -0.62 0.75  -0.33
C5 0.67 0.74 1.48  -0.17
C6 -0.93 1.00 1.58  -0.13
C7 -1.36 2.57 1.34  -0.36
C8 -2.68 2.70 0.46  -0.13
C9 -3.99 2.78 1.35  -0.19
C10 -5.28 2.57 0.45  -0.17
C11 -5.93 1.14 0.61  -0.20
C12 -6.65 0.63 -0.70  -0.15
C13 -5.68 -0.19 -1.65  -0.23
O1 -5.40 0.53 -2.88  -0.21
C14 -4.27 -0.09 -3.52  -0.11
N1 2.55 -0.71 1.13  -0.37
S2 3.24 -1.03 2.70  0.83
C15 3.43 -0.50 0.14  -0.49
S3 5.18 -0.67 0.58  0.85
C16 2.73 -0.14 -1.21  -0.64
I1 3.59 -0.80 -3.09  1.21
C17 2.91 1.46 -1.34  -0.22
C18 4.42 1.93 -1.27  -0.22
C19 4.79 2.71 0.06  -0.09
C20 6.32 3.04 0.03  -0.36
F1 6.89 2.89 -1.22  0.11
F2 6.96 2.16 0.90  0.06
C21 6.70 4.50 0.52  -0.44
F3 7.95 4.77 0.01  0.14
F4 6.85 4.59 1.88  0.15
F5 5.89 5.48 0.01  0.13
C22 1.24 -0.62 -0.82  -0.21
C23 0.38 0.36 -1.67  -0.61
O2 0.32 0.15 -2.93  0.09
O3 -0.21 1.41 -1.27  0.05
C24 0.76 -2.01 -1.36  -0.15
C25 1.65 -3.17 -1.58  -0.10
C26 1.20 -4.47 -2.04  -0.04
C27 -0.22 -4.74 -2.31  0.01
C28 -1.15 -3.60 -2.12  -0.02
C29 -0.68 -2.30 -1.65  -0.02
H1 1.04 -5.69 3.99  0.08
H2 -0.26 -6.61 3.14  0.10
H3 1.21 -6.00 2.22  0.07
H4 -1.15 -4.67 2.03  0.09
H5 -0.62 -3.84 3.53  0.08
H6 -0.10 -1.39 2.52  0.09
H7 -0.84 -1.82 0.95  0.11
H8 1.13 1.68 1.01  0.08
H9 1.05 0.71 2.58  0.09
H10 -1.38 0.60 2.53  0.15
H11 -1.47 0.45 0.76  0.14
H12 -1.48 3.17 2.34  -0.08
H13 -0.52 3.06 0.70  0.14
H14 -2.79 1.82 -0.23  0.13
H15 -2.63 3.61 -0.21  0.15
H16 -3.91 2.08 2.22  0.12
H17 -4.03 3.83 1.77  0.12
H18 -6.02 3.36 0.75  0.13
H19 -4.96 2.68 -0.62  0.12
H20 -5.20 0.35 0.94  0.10
H21 -6.70 1.23 1.42  0.12
H22 -7.52 -0.02 -0.42  0.12
H23 -7.06 1.47 -1.32  0.13
H24 -4.73 -0.49 -1.11  0.10
H25 -6.18 -1.15 -1.97  0.13
H26 -3.35 0.51 -3.24  0.09
H27 -4.35 -0.11 -4.63  0.10
H28 -4.20 -1.16 -3.17  0.08
H29 3.07 -2.37 2.99  -0.08
H30 5.43 -2.00 0.85  -0.04
H31 2.34 2.02 -0.55  0.09
H32 2.52 1.83 -2.33  0.13
H33 5.18 1.12 -1.41  0.06
H34 4.60 2.66 -2.11  0.14
H35 4.24 3.70 0.03  0.13
H36 4.49 2.15 1.00  0.11
H37 2.74 -3.05 -1.36  0.07
H38 1.94 -5.30 -2.19  0.12
H39 -0.56 -5.75 -2.63  0.12
H40 -2.24 -3.77 -2.32  0.12
H41 -1.44 -1.48 -1.51  0.12
Ce1 0.07 3.30 2.90  1.90

Output
Multiplicity: 2
LUMO level (spin up / spin down), Ha: -0.478 / -0.471
Strongest force on any atom, eV/Å: 7.513
M, g mol⁻¹: 909.86
⟨S²⟩: 0.78
E, eV: -105451.346
Charge: +3